[1]
Formula: C9H17N2OPb
Source: OMol25
Level of theory: the ωB97M-V functional and the def2-TZVPD basis

XYZ file:
```
30
Properties=species:S:1:pos:R:3:forces:R:3
Pb -2.78308 1.39439 0.60373 3.6 -1.3 1.1
C 1.03117 1.29486 1.20482 0.2 1.1 -0.7
O -0.33933 1.18719 1.36552 -4.0 -0.4 -0.4
H 1.23897 1.71559 0.22100 0.4 -0.1 -0.2
H 1.43342 2.02108 1.91114 0.1 0.0 0.3
H 1.59124 0.36574 1.31042 -0.2 -0.3 0.0
C 0.06204 3.47649 -3.78946 -0.6 -0.7 0.1
C 0.73671 2.60421 -2.68162 -0.3 2.7 -0.3
C 0.91318 1.15310 -3.01936 -0.5 0.0 1.7
C 2.01916 0.90851 -3.88107 -1.7 0.1 -0.2
N 2.88128 0.64468 -4.55859 2.1 -0.5 -1.5
H 0.19477 4.55098 -3.66312 0.6 -0.1 0.0
H -1.02563 3.40696 -3.80488 -0.2 -0.5 0.3
H 0.33392 3.13934 -4.78972 0.5 0.3 0.0
H 0.18099 2.78567 -1.76165 -0.3 -0.5 0.2
H 1.66859 3.12771 -2.46793 0.4 -0.5 -0.1
H -0.06641 0.75211 -3.27955 0.3 -0.4 -0.7
H 1.24005 0.59901 -2.13945 -0.4 0.0 0.5
C -1.59379 -3.76870 3.75801 0.9 0.6 0.0
C -0.30679 -3.44039 2.97436 -1.0 -0.6 -1.0
C -0.29846 -2.08815 2.16719 -0.4 0.0 0.8
C -1.61744 -1.72171 1.55249 -1.1 0.3 -1.2
N -2.62570 -1.41164 1.02403 2.5 0.3 1.3
H -2.38613 -3.91626 3.02417 -0.4 0.4 0.4
H -1.72292 -2.97552 4.49442 -0.8 0.0 -0.1
H -1.52031 -4.69535 4.32724 0.3 0.0 -0.2
H -0.31342 -4.16919 2.16386 0.5 -0.3 0.1
H 0.57792 -3.62643 3.58328 0.1 0.6 -0.2
H 0.50811 -2.12333 1.43487 -0.5 -0.2 -0.6
H -0.01216 -1.19086 2.71582 -0.3 0.0 0.6
```
Forces are in eV/Å.

Output
Highest occupied orbital energy, eV: -12.837
Kohn-Sham gap, Ha: 0.2301
Energy above the lowest of the compared OMol25 structures with the same formula, charge and spin, kcal per mole: 7.9
Total charge: +1
Strongest force on any atom, eV/A: 4.05

[2]
Formula: CH3O2S
Source: OMol25
Level of theory: the ωB97M-V functional and the def2-TZVPD basis

XYZ file:
```
7
Properties=species:S:1:pos:R:3:forces:R:3
C 0.77663 0.04919 0.12169 0.8 -1.5 -0.6
O -1.54350 1.12090 -0.54202 1.4 -1.9 1.8
O -1.53784 -1.35097 -0.06933 0.7 0.1 0.1
S -1.04120 -0.02329 0.42593 -1.9 1.7 -1.4
H 1.33976 -0.97273 0.22228 -1.1 1.8 0.4
H 1.14555 0.86051 0.77616 0.1 -0.5 -0.3
H 0.86060 0.31638 -0.93471 0.1 0.3 0.0
```
Forces are in eV/Å.

Output
Highest occupied orbital energy, eV: -2.917
Kohn-Sham gap, Ha: 0.2674
Energy above the lowest of the compared OMol25 structures with the same formula, charge and spin, kcal per mole: 36.1
Total charge: -1
Strongest force on any atom, eV/A: 2.94

[3]
Formula: C7H14NO2S
Source: OMol25
Level of theory: the ωB97M-V functional and the def2-TZVPD basis

XYZ file:
```
25
Properties=species:S:1:pos:R:3:forces:R:3
C -0.85896 -0.99237 -0.85002 0.6 1.2 -0.9
C -2.02325 -2.38074 0.62464 3.2 0.8 1.1
C -3.26414 -1.39646 -1.25192 -2.4 0.1 3.5
C 3.28507 2.27935 0.41706 0.2 -0.7 1.5
C 0.91319 1.94154 1.24305 0.1 0.1 0.2
C -1.88288 -1.94338 -0.82067 -2.1 -0.4 0.2
C 1.87629 1.85725 0.06569 -1.2 -0.2 -1.9
N -0.09455 -0.13634 -0.87095 1.1 0.1 0.2
O 2.09870 -0.68543 0.70506 -0.3 0.1 -1.5
O 2.53981 -0.14831 -1.72855 -0.3 -0.1 0.0
S 1.94643 0.11159 -0.47650 0.5 -0.1 2.1
H -2.41674 -1.54239 1.13324 -0.8 0.8 0.8
H -2.64880 -3.18359 0.68157 -1.8 -2.1 0.2
H -1.08234 -2.62937 1.22317 -0.9 0.1 -1.3
H -3.62774 -0.54823 -0.55874 0.8 -1.3 -0.7
H -3.39163 -0.97158 -2.18959 0.3 0.2 -2.1
H -4.05679 -2.23296 -1.06684 1.6 1.4 -0.6
H 4.00769 1.87144 -0.27438 0.4 0.5 -0.4
H 3.27975 3.38183 0.51816 0.3 -0.7 -0.2
H 3.53805 1.80878 1.41661 -0.3 0.7 -1.0
H 1.20913 1.26463 2.11901 -0.3 1.1 -1.3
H -0.09655 1.67842 0.88466 0.3 0.4 0.5
H 1.00611 3.02717 1.50602 -0.6 -1.0 0.2
H -1.73948 -2.73099 -1.51905 1.0 -0.9 -0.5
H 1.48363 2.30014 -0.93073 0.5 -0.2 1.8
```
Forces are in eV/Å.

Output
Highest occupied orbital energy, eV: -15.982
Kohn-Sham gap, Ha: 0.3984
Energy above the lowest of the compared OMol25 structures with the same formula, charge and spin, kcal per mole: 35.0
Total charge: +1
Structure (SMILES): CC(C)C#[N+]S(=O)(=O)C(C)C
Strongest force on any atom, eV/A: 4.28

[4]
Formula: CH13CdO9
Source: OMol25
Level of theory: the ωB97M-V functional and the def2-TZVPD basis

XYZ file:
```
24
Properties=species:S:1:pos:R:3:forces:R:3
Cd 1.73000 12.14800 -18.06700 0.2 -0.1 0.9
C 4.49900 12.22200 -17.70600 4.6 1.6 1.7
O 5.72200 12.35000 -17.48400 -2.5 -0.7 -0.9
O 4.03600 11.91100 -18.92800 -1.4 -0.8 -1.8
O 3.55100 12.47300 -16.92900 -1.8 -0.2 1.1
H 4.71000 11.86600 -19.58800 1.2 0.0 -0.4
O 0.30700 13.62700 -16.91200 -0.3 -0.4 -0.7
H -0.61500 13.45000 -17.09700 -0.3 0.0 0.2
H 0.30800 14.14000 -16.11200 0.3 0.3 0.7
O 1.15900 10.63900 -16.18800 1.2 -1.0 0.1
H 2.02000 10.15600 -16.17800 -0.5 1.0 0.4
H 0.54200 9.91700 -16.02800 -0.5 0.3 0.1
O 2.10900 14.32800 -18.93800 0.6 0.6 0.1
H 1.74400 14.51400 -19.79600 -0.3 0.2 -0.6
H 2.86000 14.95200 -18.86300 -0.4 -0.6 0.3
O 1.42000 11.39300 -20.18000 -0.9 0.5 -1.0
H 0.90700 11.68000 -20.95400 -0.1 0.0 0.5
H 2.14700 10.93000 -20.57300 0.9 -0.4 -0.1
O 2.35800 9.52700 -18.36100 0.1 -0.5 -0.2
H 2.03400 8.88400 -17.71600 0.1 0.0 -0.4
H 2.89600 9.01700 -18.99100 -0.1 0.2 0.4
O -0.59500 11.21300 -18.27300 1.0 3.2 0.3
H -1.27000 11.81700 -18.58900 -0.3 -0.1 -0.2
H -0.94100 10.37100 -18.34800 -1.0 -2.8 -0.3
```
Forces are in eV/Å.

Output
Highest occupied orbital energy, eV: -11.891
Kohn-Sham gap, Ha: 0.2979
Energy above the lowest of the compared OMol25 structures with the same formula, charge and spin, kcal per mole: 17.9
Total charge: +1
Strongest force on any atom, eV/A: 5.12